This record from OMol25 describes a structure of composition C41H35BiClI2N6O4. The level of theory is wB97M-V/def2-TZVPD.

Calculated values
LUMO ... -2.3701 eV
Highest occupied orbital energy ... -9.928 eV
Charge ... +1
2S+1 ... 1
E ... -94773.7935 eV
Orbital gap ... 7.56 eV
Strongest force on any atom ... 3.24 eV/Å

Atoms and positions in Å:
Bi 9.2079 -17.1835 -1.8799
C 7.3645 -17.1130 1.0471
N 6.8323 -17.1611 -0.3527
C 6.0627 -18.3675 -0.5943
C 5.8018 -18.5013 -2.0765
C 4.5392 -18.8147 -2.5695
C 4.3804 -19.0394 -3.9254
C 5.5003 -19.2100 -4.7043
C 6.7403 -19.0291 -4.1420
N 6.9130 -18.5825 -2.9034
C 5.9313 -15.9584 -0.5356
C 6.7376 -14.7910 -1.1298
C 6.8260 -13.5162 -0.5113
C 7.2540 -12.4366 -1.3308
C 7.6403 -12.7312 -2.6190
C 7.7951 -14.0360 -3.0084
N 7.3022 -15.0567 -2.3106
C 8.4463 -18.1090 1.3076
C 8.4623 -18.7634 2.5025
C 9.4844 -19.5809 2.9514
C 10.5872 -19.6021 2.1589
C 10.4956 -18.9153 0.9188
N 9.4979 -18.1902 0.4948
H 7.8654 -16.1339 1.0250
H 6.5619 -17.2427 1.7588
H 6.7230 -19.2274 -0.3092
H 5.1222 -18.4148 0.0292
H 3.6953 -18.7156 -1.8994
H 3.3813 -19.2528 -4.2878
H 5.4718 -19.4307 -5.6982
H 7.6026 -19.2707 -4.6628
H 5.1670 -16.1965 -1.2971
H 5.6548 -15.6466 0.4429
H 6.4004 -13.2666 0.4272
H 7.2018 -11.3841 -0.8764
H 8.0710 -12.0122 -3.3406
H 8.2366 -14.2244 -4.0158
H 7.5962 -18.5912 3.1200
H 9.4010 -20.0774 3.9498
H 11.4652 -20.2305 2.3364
H 11.2857 -18.9439 0.2002
I 14.6233 -17.6386 -2.1760
C 13.2520 -19.1480 -1.9390
C 13.7350 -20.4524 -1.7888
C 12.9300 -21.5209 -1.7681
I 13.6823 -23.5394 -1.4055
C 11.5314 -21.4167 -1.7556
C 10.6192 -22.4767 -1.7885
C 9.2983 -22.2799 -1.6974
C 8.8854 -20.9111 -1.7850
N 9.6753 -19.8767 -1.8982
C 10.9999 -20.0868 -1.9281
C 11.8989 -18.9176 -1.9779
O 11.3761 -17.7064 -1.9582
H 14.7540 -20.7733 -1.7028
H 10.9713 -23.5499 -1.7928
H 8.5628 -22.9918 -1.4522
H 7.8327 -20.6644 -1.5887
C 15.4480 -13.0992 -1.1618
C 14.5254 -12.7816 -2.4050
C 15.1660 -12.3391 -3.5575
C 14.3725 -11.9599 -4.6486
Cl 15.2473 -11.6902 -6.1070
C 13.0055 -12.1586 -4.6336
C 12.3620 -12.7048 -3.5501
C 13.1347 -13.0277 -2.4070
O 12.6101 -13.6424 -1.2994
C 11.2195 -13.4784 -0.9580
C 10.3795 -14.7495 -1.2226
O 9.7591 -15.3064 -0.3139
O 10.2864 -15.2226 -2.4131
H 16.3314 -12.4310 -1.2035
H 15.6594 -14.2101 -1.1365
H 14.8808 -12.8997 -0.2272
H 16.2046 -12.1027 -3.5517
H 12.5615 -12.1090 -5.6167
H 11.2818 -12.9844 -3.6283
H 10.6715 -12.6078 -1.4665
H 11.1900 -13.2651 0.1095
C 9.9015 -15.8300 -6.9985
C 10.9691 -16.1560 -6.1380
C 10.7040 -16.5974 -4.8630
N 9.4481 -16.9023 -4.4358
C 8.4532 -16.4666 -5.1825
C 8.6224 -15.9729 -6.4628
H 10.1225 -15.3054 -7.9308
H 11.9658 -15.9724 -6.4566
H 11.4970 -16.9759 -4.1986
H 7.4614 -16.5596 -4.7459
H 7.8317 -15.6295 -7.1175

Atoms 1-6, force components in eV/Å:
0.4 -0.4 -0.2
0.5 0.3 -2.2
-0.7 0.5 0.8
0.4 -0.5 0.1
0.7 -1.3 -1.4
0.5 1.2 0.5

Mulliken atomic charge list, values in e, 2 entries: Bi 4.97; C -1.22

=====

This record from OMol25 describes a structure of composition C41H35Cl3MnN3O3S. The level of theory is wB97M-V/def2-TZVPD.

Calculated values
LUMO (alpha / beta) ... -4.4144 / -3.9268 eV
Highest occupied orbital energy (alpha / beta) ... -10.567 / -10.558 eV
Charge ... +1
2S+1 ... 2
E ... -133415.4282 eV
Orbital gap (alpha / beta) ... 6.15 / 6.63 eV
Strongest force on any atom ... 3.06 eV/Å
⟨S²⟩ ... 1.21

Atoms and positions in Å:
Mn -0.3786 -0.3845 -0.3163
O -0.8041 -0.1219 1.2798
C -1.4683 0.7702 2.1399
C -2.0643 1.9033 1.2713
C -1.0099 2.6158 0.4910
C -0.6102 3.9075 0.7984
C 0.3730 4.5087 0.0315
C 0.9410 3.8057 -1.0152
C 0.4994 2.5174 -1.2742
C 1.0986 1.6826 -2.3627
C 1.9737 0.5694 -1.7317
O 1.1244 -0.3114 -1.0138
C 2.7013 -0.2784 -2.7730
C 2.4325 -0.2138 -4.1323
C 3.1222 -1.0331 -5.0170
C 4.0793 -1.9191 -4.5513
C 4.3427 -1.9949 -3.1900
C 3.6538 -1.1825 -2.3068
C 2.9804 1.2621 -0.8118
C 4.0930 1.8827 -1.3723
C 4.9674 2.6003 -0.5723
C 4.7355 2.7095 0.7924
C 3.6260 2.0973 1.3527
C 2.7510 1.3777 0.5518
N -0.4620 1.9475 -0.5350
C -2.5790 -0.0078 2.8570
C -3.7411 0.6022 3.3108
C -4.7030 -0.1376 3.9834
C -4.5171 -1.4921 4.2073
C -3.3593 -2.1065 3.7550
C -2.3954 -1.3684 3.0883
C -0.4976 1.3121 3.1897
C -0.8543 2.3844 4.0005
C 0.0185 2.8535 4.9693
C 1.2575 2.2544 5.1440
C 1.6132 1.1753 4.3514
C 0.7370 0.7039 3.3836
H -2.6103 2.6077 1.8916
H -2.7578 1.4313 0.5801
H -1.0751 4.4349 1.6190
H 0.6910 5.5206 0.2447
H 1.7173 4.2409 -1.6287
H 1.7239 2.2946 -3.0088
H 0.2987 1.2153 -2.9393
H 1.6934 0.4727 -4.5220
H 2.9112 -0.9665 -6.0762
H 4.6221 -2.5446 -5.2472
H 5.0960 -2.6773 -2.8189
H 3.8597 -1.2358 -1.2446
H 4.2774 1.8007 -2.4368
H 5.8277 3.0838 -1.0159
H 5.4158 3.2747 1.4154
H 3.4260 2.1902 2.4127
H 1.8793 0.9092 0.9900
H -3.9223 1.6568 3.1480
H -5.6036 0.3531 4.3281
H -5.2733 -2.0641 4.7281
H -3.2065 -3.1648 3.9214
H -1.4960 -1.8534 2.7352
H -1.8259 2.8510 3.8966
H -0.2750 3.6883 5.5920
H 1.9365 2.6214 5.9020
H 2.5714 0.6897 4.4868
H 1.0097 -0.1542 2.7839
Cl -5.5471 0.3580 -5.6636
C -4.5017 0.0457 -4.3338
C -3.1995 -0.3667 -4.5713
C -2.3618 -0.5901 -3.5004
Cl -0.7354 -1.1132 -3.7566
C -2.7736 -0.4051 -2.1585
O -1.9328 -0.5779 -1.1575
C -4.1148 -0.0267 -1.9722
Cl -4.7179 0.1425 -0.3651
C -4.9638 0.1996 -3.0383
H -2.8448 -0.5053 -5.5824
H -5.9838 0.5026 -2.8499
C -0.2086 -7.1364 -0.5349
N -0.7139 -5.8053 -0.8154
C -0.2746 -4.6741 -0.2643
N 0.7626 -4.7352 0.5804
S -1.0574 -3.2241 -0.6406
H -0.7253 -7.8446 -1.1750
H -0.3875 -7.4203 0.5049
H 0.8594 -7.2031 -0.7518
H -1.5186 -5.7087 -1.4107
H 1.2297 -5.6008 0.7902
H 1.1228 -3.8786 0.9562

Atoms 1-6, force components in eV/Å:
-1.9 1.8 -1.6
0.4 -1.1 1.4
-0.6 1.0 0.1
0.2 -0.2 0.1
0.0 0.1 0.1
-0.1 0.0 -0.2

Mulliken atomic charge list, values in e, 2 entries: Mn 1.23; O 0.13

=====

This record from OMol25 describes a structure of composition C41H35N10NiO4S. The level of theory is wB97M-V/def2-TZVPD.

Calculated values
LUMO (alpha / beta) ... -4.0460 / -4.3887 eV
Highest occupied orbital energy (alpha / beta) ... -9.674 / -9.674 eV
Charge ... +1
2S+1 ... 3
E ... -118048.6996 eV
Orbital gap (alpha / beta) ... 5.63 / 5.29 eV
Strongest force on any atom ... 4.07 eV/Å
⟨S²⟩ ... 2.01

Atoms and positions in Å:
Ni 0.2124 0.7020 0.0282
O 1.2108 -3.0592 -0.7250
C 1.0394 -1.8214 -0.7489
N -0.1166 -1.0733 -0.6028
C -1.3993 -1.6777 -0.6351
O -1.7236 -2.7799 -1.0817
C -2.3378 -0.7148 -0.0692
C -3.6391 -1.1397 0.2039
C -4.5422 -0.1933 0.7396
C -4.0546 1.0906 0.9986
C -2.7663 1.4489 0.7474
N -1.8595 0.5275 0.2351
C 2.2125 -0.9455 -0.9209
C 3.5055 -1.3833 -1.3185
C 4.4812 -0.4315 -1.5682
C 4.2238 0.9273 -1.1982
C 2.9921 1.2698 -0.6982
N 1.9939 0.3508 -0.6196
H -3.9628 -2.0778 -0.0889
H -5.6050 -0.4051 0.9784
H -4.7143 1.9141 1.2610
H -2.3696 2.3971 1.0390
H 3.7258 -2.4435 -1.4454
H 5.4457 -0.7177 -2.0005
H 4.9859 1.6773 -1.4139
H 2.8026 2.2499 -0.3116
S -3.3745 0.0361 -8.0197
C -2.4290 1.3811 -7.4929
C -1.0949 1.0764 -7.4155
C -0.2078 2.1173 -7.2185
N -0.5438 3.3545 -6.9270
C -1.8635 3.6249 -7.0331
C -2.8434 2.6807 -7.2408
C -4.8698 0.3743 -7.2772
C -4.9983 0.5921 -5.8964
C -6.1936 1.1308 -5.4748
N -7.3072 1.2145 -6.2704
C -7.1448 0.8025 -7.5192
C -5.9883 0.4448 -8.1220
H -0.6971 0.0471 -7.4314
H 0.8842 1.9049 -7.1812
H -2.1258 4.6397 -6.8206
H -3.8771 2.8657 -7.2644
H -4.2603 0.4177 -5.1012
H -6.3584 1.4601 -4.4856
H -8.0265 0.7542 -8.1415
H -5.8433 0.3049 -9.2000
N 1.5565 7.4007 1.4530
C 1.1844 6.3522 2.2967
O 1.1729 6.5445 3.5077
C 0.9496 5.0409 1.7502
C 1.0569 3.9294 2.6205
C 0.8507 2.6630 2.1176
N 0.4306 2.4186 0.8309
C 0.1642 3.4812 0.0816
C 0.5168 4.7758 0.4307
H 1.3185 8.2878 1.9525
H 1.1651 7.3454 0.4775
H 1.5054 3.9916 3.6155
H 1.0510 1.7832 2.7332
H -0.4333 3.2818 -0.8059
H 0.3277 5.5506 -0.3306
C 2.9454 -7.4150 1.5119
C 3.1163 -6.1624 2.3104
C 3.9597 -6.1304 3.4333
C 3.8567 -5.0907 4.3591
C 2.9573 -4.0260 4.0962
N 2.7502 -2.9412 4.9825
C 3.4263 -2.6962 6.1644
O 4.5207 -3.2356 6.5489
N 2.8831 -1.6985 6.8841
C 1.8059 -0.8493 6.5303
C 0.5073 -1.2756 6.7914
C -0.5380 -0.5127 6.1891
C -0.2328 0.5915 5.4663
N 0.9829 1.0452 5.2065
C 1.9899 0.2580 5.6518
C 2.2652 -3.9729 2.9065
C 2.2854 -5.0657 2.0421
H 3.0855 -7.1586 0.4314
H 1.9602 -7.8602 1.6546
H 3.7046 -8.1713 1.7448
H 4.6477 -6.9306 3.5182
H 4.4066 -5.0923 5.2935
H 1.9467 -2.3668 4.7837
H 3.4437 -1.4342 7.6456
H 0.3377 -2.2030 7.3618
H -1.6141 -0.7303 6.3381
H -1.1020 1.1135 4.9660
H 3.0078 0.4359 5.3913
H 1.6619 -3.1330 2.6636
H 1.6372 -5.0544 1.1503

Atoms 1-6, force components in eV/Å:
-1.7 -0.9 -0.4
-0.7 2.9 -0.1
-0.5 -3.3 -0.2
0.0 -2.4 -0.2
2.0 -1.6 -1.2
0.6 2.2 1.0

Mulliken atomic charge list, values in e, 2 entries: Ni -0.56; O -0.63

=====

This record from OMol25 describes a structure of composition C41H35N3O2STeTi. The level of theory is wB97M-V/def2-TZVPD.

Calculated values
LUMO (alpha / beta) ... -2.6715 / -3.0708 eV
Highest occupied orbital energy (alpha / beta) ... -9.493 / -10.430 eV
Charge ... +1
2S+1 ... 2
E ... -92889.5434 eV
Orbital gap (alpha / beta) ... 6.82 / 7.36 eV
Strongest force on any atom ... 3.54 eV/Å
⟨S²⟩ ... 0.77

Atoms and positions in Å:
Ti 0.2288 -0.9562 0.7872
C -3.3169 4.3722 -1.6088
C -2.4955 3.1323 -1.3683
C -2.4021 2.1256 -2.3195
C -1.6208 0.9921 -2.1187
C -1.5041 -0.0447 -3.1952
O -1.2928 -1.2148 -2.9490
C -1.6980 0.3835 -4.6085
C -1.2249 1.6023 -5.0942
C -1.4134 1.9394 -6.4247
C -2.0835 1.0715 -7.2746
C -2.5368 -0.1529 -6.8027
C -2.3314 -0.5019 -5.4793
C -0.9317 0.8335 -0.8871
O -0.1160 -0.2069 -0.7075
C -1.0426 1.8439 0.1156
C -1.8155 2.9752 -0.1789
C -0.4229 1.7372 1.4299
N 0.0290 0.5807 1.8620
C 0.7592 0.4190 3.1142
C 2.2109 0.8703 2.9580
Te 3.0993 0.0101 1.1722
C 3.0137 1.8253 0.0408
C 2.3459 1.8576 -1.1771
C 2.2811 3.0472 -1.8919
C 2.9024 4.1886 -1.4067
C 3.6111 4.1387 -0.2146
C 3.6701 2.9577 0.5117
C -0.3027 2.9676 2.2512
C -0.9126 3.0927 3.4977
C -0.7556 4.2551 4.2369
C 0.0166 5.2983 3.7458
C 0.6162 5.1840 2.4988
C 0.4482 4.0312 1.7509
H -3.7980 4.3430 -2.5845
H -2.6850 5.2601 -1.5610
H -4.0897 4.4802 -0.8467
H -2.9699 2.2186 -3.2354
H -0.6860 2.2727 -4.4372
H -1.0372 2.8818 -6.8011
H -2.2477 1.3471 -8.3080
H -3.0451 -0.8364 -7.4698
H -2.6657 -1.4575 -5.0976
H -1.9091 3.7454 0.5759
H 0.7321 -0.6493 3.3627
H 0.2912 0.9598 3.9351
H 2.8036 0.5709 3.8194
H 2.2675 1.9532 2.8505
H 1.8928 0.9606 -1.5726
H 1.7459 3.0744 -2.8331
H 2.8468 5.1145 -1.9644
H 4.1243 5.0186 0.1521
H 4.2333 2.9173 1.4362
H -1.5421 2.2957 3.8758
H -1.2426 4.3480 5.1986
H 0.1395 6.2023 4.3271
H 1.2141 5.9952 2.1034
H 0.9008 3.9433 0.7710
C -2.4684 -3.6269 -0.8897
N -2.0834 -4.1641 0.3991
C -1.8825 -5.4966 0.6946
C -1.5262 -5.5754 1.9919
N -1.5177 -4.2844 2.4665
C -1.8332 -3.4196 1.4866
S -1.9839 -1.7208 1.6666
H -2.4975 -4.4342 -1.6159
H -1.7514 -2.8803 -1.2146
H -3.4528 -3.1643 -0.8260
H -2.0157 -6.2712 -0.0391
H -1.2773 -6.4279 2.5967
H -1.2682 -3.9916 3.3933
C 1.1224 -2.7378 1.0804
C 1.6856 -3.7383 1.4981
C 2.3032 -4.9400 1.9705
C 2.0069 -5.4317 3.2459
C 2.5422 -6.6343 3.6739
C 3.3942 -7.3517 2.8452
C 3.7243 -6.8507 1.5939
C 3.1834 -5.6539 1.1541
H 1.3718 -4.8486 3.9004
H 2.2968 -7.0140 4.6576
H 3.8032 -8.2963 3.1782
H 4.4082 -7.3946 0.9558
H 3.4291 -5.2660 0.1748

Atoms 1-6, force components in eV/Å:
0.5 -3.1 1.7
0.0 -0.1 0.1
-0.2 0.2 0.0
0.1 -0.2 0.1
0.4 -0.1 0.5
0.0 -0.2 0.0

Mulliken atomic charge list, values in e, 2 entries: Ti -0.56; C -1.80

=====

This record from OMol25 describes a structure of composition C41H36AsCaNO3S2. The level of theory is wB97M-V/def2-TZVPD.

Calculated values
LUMO ... 0.3425 eV
Highest occupied orbital energy ... -6.336 eV
2S+1 ... 1
E ... -151687.1698 eV
Orbital gap ... 6.68 eV
Strongest force on any atom ... 0.15 eV/Å

Atoms and positions in Å:
Ca -0.6969 0.7006 0.8515
C -1.1081 -1.6588 4.1334
C -0.3297 -0.4179 3.7996
C 1.0196 -0.4788 3.4652
C 1.7416 0.6693 3.1432
C 3.1892 0.5851 2.7501
C 1.0809 1.8932 3.1519
C -0.2731 1.9912 3.4760
C -0.9906 3.3140 3.4484
C -0.9640 0.8254 3.7957
H -1.4705 -1.6190 5.1622
H -0.4930 -2.5530 4.0264
H -1.9731 -1.7370 3.4730
H 1.5221 -1.4407 3.4488
H 3.2743 0.6340 1.6625
H 3.6294 -0.3609 3.0652
H 3.7670 1.4017 3.1837
H 1.6292 2.7937 2.8943
H -1.9205 3.2223 2.8838
H -0.3747 4.0864 2.9876
H -1.2443 3.6372 4.4595
H -2.0241 0.8815 4.0126
O -2.9472 1.5220 1.1992
C -3.1905 0.3162 0.9193
O -2.5612 -0.6363 1.4669
C -4.0539 -0.0146 -0.2596
C -5.3960 -0.3380 -0.1312
C -6.1469 -0.6825 -1.2453
C -5.5321 -0.7002 -2.4916
C -4.1911 -0.3799 -2.6179
C -3.4125 -0.0298 -1.5090
S -1.7033 0.3641 -1.7199
H -5.8527 -0.3203 0.8519
H -7.1950 -0.9318 -1.1409
H -6.1034 -0.9649 -3.3734
H -3.7118 -0.3937 -3.5894
S 2.0354 4.4181 -1.0126
C 1.5236 2.9688 -0.2280
N 0.2643 2.8750 0.0323
C -0.4207 4.0010 -0.4133
C -1.8025 4.1867 -0.3216
C -2.3273 5.3608 -0.8145
C -1.5056 6.3383 -1.3956
C -0.1432 6.1570 -1.5040
C 0.3927 4.9693 -1.0073
H 2.2282 2.1826 0.0087
H -2.4245 3.4078 0.1059
H -3.3947 5.5289 -0.7630
H -1.9490 7.2496 -1.7751
H 0.4853 6.9079 -1.9634
O 1.3153 -0.1544 0.1640
As 1.5728 -1.4799 -0.8126
C 0.0472 -2.6181 -0.8491
C -0.6272 -2.8184 0.3498
C -1.8293 -3.5079 0.3481
C -2.3368 -4.0016 -0.8434
C -1.6517 -3.8104 -2.0364
C -0.4573 -3.1094 -2.0465
C 2.0512 -0.9099 -2.5690
C 1.5314 0.2904 -3.0421
C 1.8662 0.7153 -4.3190
C 2.7077 -0.0542 -5.1105
C 3.2224 -1.2524 -4.6348
C 2.8964 -1.6842 -3.3578
C 3.0525 -2.4835 -0.1119
C 2.8897 -3.8032 0.2918
C 3.9608 -4.4872 0.8518
C 5.1841 -3.8526 1.0047
C 5.3471 -2.5341 0.5976
C 4.2818 -1.8478 0.0386
H -0.2425 -2.3985 1.2743
H -2.3846 -3.6184 1.2693
H -3.2879 -4.5178 -0.8479
H -2.0683 -4.1752 -2.9658
H 0.0497 -2.9016 -2.9807
H 0.8604 0.8758 -2.4259
H 1.4591 1.6440 -4.6964
H 2.9636 0.2809 -6.1075
H 3.8783 -1.8484 -5.2556
H 3.3010 -2.6138 -2.9741
H 1.9302 -4.2909 0.1683
H 3.8389 -5.5147 1.1682
H 6.0173 -4.3869 1.4427
H 6.3048 -2.0443 0.7163
H 4.4005 -0.8183 -0.2806

Atoms 1-6, force components in eV/Å:
0.1 0.0 0.1
0.0 0.0 0.0
0.0 0.0 0.0
0.0 0.0 0.0
0.0 0.0 0.0
0.0 0.0 0.0

Mulliken atomic charge list, values in e, 2 entries: Ca 1.25; C -1.72

=====

> The highest 2S+1 belongs to which entry?

C41H35N10NiO4S